Record 1
Below is a 2-piece molecular cluster, C8H14ClN4 overall at a distorted geometry, with properties calculated with the ωB97M-V functional and the def2-TZVPD basis.

Values from the calculation:
Spin multiplicity: 1
Relative energy (zero: lowest compared OMol25 entry of this formula, charge and spin) (eV): 1.2721
LUMO level (eV): -4.5
E_HOMO (eV): -12.439
Charge: +1

Geometry (Å):
C  1.555  1.932  -2.128
C  -0.166  2.924  0.407
C  0.151  2.420  -2.063
C  0.943  -0.766  1.599
C  0.336  -0.793  -0.826
C  -0.668  -0.695  1.792
C  -1.220  -0.883  -0.521
C  1.977  0.872  -0.043
N  2.226  1.434  -1.198
N  -0.091  2.567  -0.692
N  1.134  -0.121  0.204
N  -1.466  -1.399  0.800
Cl  -4.128  0.850  -0.476
H  2.089  2.014  -3.047
H  0.016  3.363  -2.466
H  -0.629  1.765  -2.596
H  1.642  -0.220  2.338
H  1.253  -1.793  1.475
H  0.647  -1.862  -1.025
H  0.674  -0.310  -1.796
H  -0.845  -1.207  2.784
H  -0.908  0.383  1.516
H  -1.587  0.090  -0.904
H  -1.543  -1.545  -1.326
H  2.695  1.254  0.750
H  -1.598  -2.394  0.826
H  -4.916  0.679  0.413



Record 2
Below is one molecule with the formula C8H14ClOPS at a distorted geometry, with properties calculated with the ωB97M-V functional and the def2-TZVPD basis.

Values from the calculation:
Spin multiplicity: 1
Relative energy (zero: lowest compared OMol25 entry of this formula, charge and spin) (eV): 0.6139
LUMO level (eV): 0.4
E_HOMO (eV): -8.743

Geometry (Å):
C  -0.601  -0.468  -3.936
C  -0.017  -1.240  -2.883
S  -1.069  -0.994  -1.360
P  0.582  0.210  -0.018
O  1.967  -0.147  -0.254
C  0.133  1.865  -0.514
C  -0.150  3.012  -0.857
Cl  -0.767  4.502  -1.084
C  0.099  -0.200  1.760
C  -1.385  -0.218  2.041
C  0.819  -1.486  2.009
C  0.847  1.061  2.507
H  0.085  -0.482  -4.773
H  -1.568  -0.891  -4.126
H  -0.672  0.530  -3.624
H  1.001  -0.866  -2.650
H  -0.138  -2.375  -3.116
H  -1.639  0.803  1.938
H  -2.066  -0.838  1.470
H  -1.415  -0.263  3.236
H  1.810  -1.475  1.695
H  0.197  -2.178  1.444
H  0.890  -1.823  3.014
H  1.894  0.949  2.618
H  0.596  1.867  1.850
H  0.565  1.147  3.612



Record 3
Below is C8H14CuN3O4 as an isolated structure at a distorted geometry, with properties calculated with the ωB97M-V functional and the def2-TZVPD basis.

Values from the calculation:
Spin multiplicity: 2
<S²>: 0.77
Relative energy (zero: lowest compared OMol25 entry of this formula, charge and spin) (eV): 2.6053
LUMO level (alpha / beta) (eV): 1.3 / 1.3
E_HOMO (alpha / beta) (eV): -0.851 / -4.413
Charge: -1

Geometry (Å):
C  1.958  -2.498  -0.402
Cu  2.165  -0.811  -1.393
N  1.914  0.889  -2.491
N  3.910  -1.457  -2.247
H  2.170  1.656  -1.862
H  1.120  -1.716  -2.088
H  0.939  -2.651  -0.031
H  2.543  -2.255  0.507
H  2.398  -3.400  -0.850
H  4.652  -0.794  -2.040
H  3.822  -1.607  -3.251
H  4.127  -2.354  -1.809
H  2.483  0.979  -3.333
H  0.951  1.096  -2.776
O  1.307  0.520  2.245
C  0.639  0.479  1.211
O  0.956  0.309  -0.019
C  -0.853  0.609  1.390
C  -1.687  0.531  0.254
C  -3.045  0.788  0.386
C  -3.531  1.162  1.647
C  -2.708  1.310  2.768
C  -1.347  1.054  2.633
N  -4.924  1.407  1.791
O  -5.685  1.287  0.800
O  -5.373  1.747  2.916
H  -1.297  0.247  -0.704
H  -3.750  0.692  -0.418
H  -3.160  1.600  3.700
H  -0.696  1.181  3.467



Record 4
Below is a 3-piece molecular cluster, C8H14F4O6S overall, with properties calculated with the ωB97M-V functional and the def2-TZVPD basis.

Values from the calculation:
Spin multiplicity: 1
Relative energy (zero: lowest compared OMol25 entry of this formula, charge and spin) (eV): 0.0000
LUMO level (eV): 0.2
E_HOMO (eV): -9.408

Geometry (Å):
O  2.647  -1.195  2.108
S  2.732  -1.794  0.805
O  3.656  -3.144  1.158
F  3.826  -3.808  -0.078
O  1.404  -2.669  0.516
C  0.447  -2.041  -0.340
O  -0.703  -1.695  0.383
C  -1.443  -2.691  0.922
F  -1.577  -3.729  0.084
F  -2.645  -2.199  1.186
F  -0.922  -3.159  2.053
H  0.208  -2.733  -1.146
H  0.812  -1.100  -0.748
C  0.485  2.929  3.802
C  -0.157  2.499  2.503
O  -0.625  3.304  1.732
C  -0.172  1.018  2.221
H  0.443  4.011  3.896
H  -0.031  2.465  4.644
H  1.524  2.595  3.831
H  -0.702  0.490  3.017
H  0.849  0.631  2.199
H  -0.662  0.828  1.269
C  -1.303  0.070  -4.267
C  -0.743  0.816  -3.082
O  -0.378  0.240  -2.082
C  -0.669  2.317  -3.195
H  -1.312  -0.998  -4.066
H  -2.318  0.412  -4.475
H  -0.701  0.274  -5.154
H  -1.665  2.725  -3.373
H  -0.043  2.597  -4.044
H  -0.261  2.738  -2.279



Record 5
Below is one molecule with the formula C8H14FN at a distorted geometry, with properties calculated with the ωB97M-V functional and the def2-TZVPD basis.

Values from the calculation:
Spin multiplicity: 1
Relative energy (zero: lowest compared OMol25 entry of this formula, charge and spin) (eV): 1.6747
LUMO level (alpha / beta) (eV): -0.1 / 0.0
E_HOMO (alpha / beta) (eV): -8.293 / -8.726

Geometry (Å):
C  -0.720  -0.535  2.221
C  -0.620  0.883  1.664
C  0.293  -1.402  1.399
C  -0.915  0.865  0.122
C  -0.293  -1.585  -0.133
C  -0.145  -0.154  -0.507
C  0.674  0.193  -1.721
C  1.179  1.591  -1.937
N  -0.226  -0.211  -2.657
F  1.853  -0.706  -1.834
H  -0.326  -0.560  3.350
H  -1.840  -0.785  2.102
H  -1.259  1.625  2.172
H  0.448  1.237  1.782
H  1.250  -0.847  1.246
H  0.457  -2.313  2.125
H  -1.934  0.637  -0.031
H  -0.621  1.947  -0.240
H  0.319  -2.306  -0.726
H  -1.192  -2.082  0.132
H  1.586  1.807  -0.938
H  0.325  2.300  -2.160
H  1.934  1.654  -2.650
H  -0.227  -1.251  -2.782



Record 6
Below is C8H14MnN2O4S as an isolated structure, with properties calculated with the ωB97M-V functional and the def2-TZVPD basis.

Values from the calculation:
Spin multiplicity: 6
<S²>: 8.76
Relative energy (zero: lowest compared OMol25 entry of this formula, charge and spin) (eV): 0.0000
LUMO level (alpha / beta) (eV): 0.0 / -0.3
E_HOMO (alpha / beta) (eV): -7.798 / -8.447

Geometry (Å):
Mn  -0.946  0.921  0.547
N  -2.552  2.482  0.735
C  -2.140  3.582  -0.192
C  -0.608  3.715  -0.288
O  -0.124  4.837  -0.413
N  0.015  2.542  -0.209
C  1.455  2.502  -0.045
C  1.866  1.209  0.680
O  3.018  0.814  0.633
O  0.907  0.577  1.306
H  -3.519  2.231  0.564
H  -2.524  2.839  1.686
H  -2.541  4.543  0.125
H  -2.538  3.352  -1.181
H  1.808  3.355  0.543
H  1.992  2.543  -0.996
O  -1.182  -1.128  0.320
S  -0.095  -2.000  0.990
C  -0.545  -3.663  0.444
C  0.102  -3.865  -0.921
C  1.508  -3.301  -0.762
C  1.350  -1.928  -0.110
H  -1.632  -3.720  0.473
H  -0.131  -4.350  1.185
H  -0.446  -3.300  -1.678
H  0.099  -4.915  -1.213
H  2.032  -3.207  -1.713
H  2.101  -3.962  -0.126
H  1.071  -1.162  -0.835
H  2.198  -1.543  0.452



Record 7
Below is an isolated ion of composition C8H14N and charge +1 at a distorted geometry, with properties calculated with the ωB97M-V functional and the def2-TZVPD basis.

Values from the calculation:
Spin multiplicity: 1
Relative energy (zero: lowest compared OMol25 entry of this formula, charge and spin) (eV): 4.0064
LUMO level (eV): -4.1
E_HOMO (eV): -12.830
Charge: +1

Geometry (Å):
C  -0.715  0.219  0.996
C  -0.313  1.395  0.647
C  -0.401  -1.025  0.169
C  0.807  0.583  -1.419
C  0.596  -0.811  -1.012
C  -1.731  0.070  2.152
C  -0.274  2.832  0.551
C  0.606  -1.974  -1.961
N  1.898  -0.201  -0.707
H  -0.004  -1.959  0.784
H  -1.393  -1.237  -0.154
H  1.144  0.938  -2.329
H  -2.208  -0.995  2.181
H  -2.447  0.960  2.019
H  -1.235  0.205  3.110
H  -0.058  3.322  1.396
H  -1.257  3.166  0.155
H  0.391  3.139  -0.188
H  1.052  -2.912  -1.585
H  1.463  -1.598  -2.700
H  -0.312  -2.349  -2.332
H  2.705  -0.566  -1.216
H  2.186  0.210  0.130



Record 8
Below is a 2-piece molecular cluster, C8H14N overall at a distorted geometry, with properties calculated with the ωB97M-V functional and the def2-TZVPD basis.

Values from the calculation:
Spin multiplicity: 1
Relative energy (zero: lowest compared OMol25 entry of this formula, charge and spin) (eV): 3.8438
LUMO level (eV): -3.3
E_HOMO (eV): -13.703
Charge: +1

Geometry (Å):
C  -2.986  -0.263  2.672
C  -1.666  -0.060  2.568
C  1.639  -1.124  -2.165
C  2.543  -0.120  -1.542
C  1.025  -0.081  -1.288
C  -1.435  0.199  -1.289
C  -0.039  0.570  -0.859
C  -0.321  -0.113  2.694
N  0.670  -0.685  1.586
H  -3.601  0.458  2.004
H  1.386  -1.176  -3.262
H  1.674  -2.156  -1.853
H  -3.324  -1.178  3.113
H  2.971  0.654  -2.133
H  -2.055  -0.046  -0.441
H  -1.386  -0.445  -2.190
H  -1.958  1.173  -1.625
H  0.365  -0.405  0.511
H  -0.010  1.588  -0.531
H  0.230  0.308  3.596
H  0.802  -1.693  1.761
H  3.310  -0.582  -0.841
H  1.572  -0.272  1.511



Record 9
Below is a 2-piece molecular cluster, C8H14N2O2S overall at a distorted geometry, with properties calculated with the ωB97M-V functional and the def2-TZVPD basis.

Values from the calculation:
Spin multiplicity: 1
Relative energy (zero: lowest compared OMol25 entry of this formula, charge and spin) (eV): 2.6173
LUMO level (eV): 0.7
E_HOMO (eV): -8.268

Geometry (Å):
C  -2.817  -1.650  -1.008
C  -1.594  -1.912  -0.231
C  -0.368  -1.086  -0.500
O  0.481  -1.606  -1.403
C  -0.262  0.123  0.049
C  -1.112  0.671  1.131
S  -2.492  1.740  0.717
N  0.695  1.166  -0.376
C  2.031  1.064  -0.415
C  2.915  2.235  -0.487
O  2.549  -0.049  -0.517
H  -2.634  -1.773  -2.179
H  -3.100  -0.662  -0.856
H  -3.740  -2.177  -0.743
H  -1.950  -1.951  0.871
H  -1.229  -2.956  -0.322
H  1.283  -1.089  -1.378
H  -1.502  -0.179  1.707
H  -0.452  1.233  1.755
H  -3.337  0.897  0.089
H  0.200  2.118  -0.311
H  2.510  3.234  -0.739
H  3.390  2.147  0.501
H  3.715  1.906  -1.150
C  2.307  -0.526  1.982
N  1.304  -0.046  2.277
H  3.209  -0.870  1.534